{
  "formula": "C96H204N16O10",
  "method": "ωB97M-V with the def2-TZVPD basis set",
  "homo_energy_ha": -0.715,
  "e_lumo_ev": -12.61,
  "charge": 8,
  "elements": ["O", "O", "O", "O", "O", "O", "O", "O", "O", "O", "N", "N", "N", "N", "N", "N", "N", "N", "N", "N", "N", "N", "N", "N", "N", "N", "C", "C", "C", "C", "C", "C", "C", "C", "C", "C", "C", "C", "C", "C", "C", "C", "C", "C", "C", "C", "C", "C", "C", "C", "C", "C", "C", "C", "C", "C", "C", "C", "C", "C", "C", "C", "C", "C", "C", "C", "C", "C", "C", "C", "C", "C", "C", "C", "C", "C", "C", "C", "C", "C", "C", "C", "C", "C", "C", "C", "C", "C", "C", "C", "C", "C", "C", "C", "C", "C", "C", "C", "C", "C", "C", "C", "C", "C", "C", "C", "C", "C", "C", "C", "C", "C", "C", "C", "C", "C", "C", "C", "C", "C", "C", "C", "H", "H", "H", "H", "H", "H", "H", "H", "H", "H", "H", "H", "H", "H", "H", "H", "H", "H", "H", "H", "H", "H", "H", "H", "H", "H", "H", "H", "H", "H", "H", "H", "H", "H", "H", "H", "H", "H", "H", "H", "H", "H", "H", "H", "H", "H", "H", "H", "H", "H", "H", "H", "H", "H", "H", "H", "H", "H", "H", "H", "H", "H", "H", "H", "H", "H", "H", "H", "H", "H", "H", "H", "H", "H", "H", "H", "H", "H", "H", "H", "H", "H", "H", "H", "H", "H", "H", "H", "H", "H", "H", "H", "H", "H", "H", "H", "H", "H", "H", "H", "H", "H", "H", "H", "H", "H", "H", "H", "H", "H", "H", "H", "H", "H", "H", "H", "H", "H", "H", "H", "H", "H", "H", "H", "H", "H", "H", "H", "H", "H", "H", "H", "H", "H", "H", "H", "H", "H", "H", "H", "H", "H", "H", "H", "H", "H", "H", "H", "H", "H", "H", "H", "H", "H", "H", "H", "H", "H", "H", "H", "H", "H", "H", "H", "H", "H", "H", "H", "H", "H", "H", "H", "H", "H", "H", "H", "H", "H", "H", "H", "H", "H", "H", "H", "H", "H", "H", "H", "H", "H", "H", "H", "H", "H", "H", "H", "H", "H", "H", "H", "H", "H", "H", "H"],
  "xyz": [[-2.89781, -4.60266, -3.03257], [-2.76955, 4.74079, -6.23721], [2.05948, 2.79888, -0.89047], [2.97706, 1.07120, -3.82571], [3.03156, -5.02520, -1.39780], [0.86310, -5.20112, -0.81833], [2.74721, -5.79809, 5.47272], [-1.60449, 3.02449, -5.32360], [4.04141, 2.02269, -1.40244], [1.26210, -4.10612, 5.02980], [5.31557, -4.45283, -3.26716], [4.50598, -2.41116, 7.11100], [1.19910, -7.47353, 2.34463], [-0.42069, 6.64013, -1.70803], [1.98951, 4.75032, 5.09848], [7.90168, 3.25710, 2.33811], [0.24578, -0.27113, -0.33175], [-0.13480, -5.78896, -4.29624], [-7.25174, -2.00384, -0.46340], [-2.18723, -3.10146, 5.91844], [5.56158, -2.37880, -2.66753], [9.92278, 4.03499, 2.14416], [-5.91846, 2.62636, -7.29340], [1.75315, 0.92401, -7.13790], [-0.28767, -8.33159, 3.70521], [5.05384, -3.43865, 5.30545], [0.62042, 2.72674, 5.05161], [2.52583, -1.25876, 8.15328], [11.27024, 4.54943, 2.55812], [5.01448, -1.49012, 6.27811], [-0.50346, 8.13157, -1.35509], [-1.80707, 6.11233, -2.05031], [-5.66150, 2.93044, -8.67723], [-7.03019, -3.33686, 0.18460], [-6.45540, 0.25757, -7.41156], [-5.24724, -0.85669, 0.69670], [2.54548, -7.15076, 1.87116], [-9.35547, -2.68700, -1.75253], [-0.65267, 5.84245, 0.58398], [5.67789, -1.31135, -0.36640], [2.59899, 6.22200, 2.98751], [-6.76632, -0.93872, 0.45476], [5.81869, -3.62496, -2.31904], [1.50695, -0.47416, -0.99275], [-2.33626, -8.55429, 5.27406], [-2.53238, -3.84059, 3.42672], [1.87446, -4.88690, 5.77634], [5.88142, -1.20823, -1.89467], [-2.02034, -4.44131, 6.53024], [-1.65356, -0.66723, 6.39154], [6.68539, 2.66407, 2.89387], [3.98368, 3.71618, 0.31141], [-5.05281, -0.15928, -6.98328], [2.80540, -0.09378, -7.21298], [-1.11691, -0.86943, -2.33172], [0.76128, 5.58676, 5.32713], [-6.18442, 3.91238, -6.58588], [2.75961, 1.94890, -4.89845], [6.47347, 2.83964, 4.40050], [-8.00909, 5.60598, -5.88105], [-2.76288, 5.93804, -0.86918], [-0.64892, 3.59767, 5.26545], [-8.59443, -2.57225, -3.02852], [-0.78893, -5.73877, -3.01210], [-0.90033, -8.02759, 2.46852], [-2.03717, 5.25545, 0.28316], [-0.95832, -9.06764, 4.88707], [1.54561, 1.49571, -5.76837], [1.65576, 3.56266, 4.31327], [0.06514, -7.13171, -4.74989], [0.73262, 8.70733, -0.67356], [-8.73466, -1.71351, -0.71165], [-4.95932, -0.12885, 2.06491], [-0.80295, -1.18132, -0.90423], [1.59584, 0.19525, 1.82004], [9.32310, 4.03949, 0.92622], [8.04505, 3.55238, 1.00878], [-7.12933, -2.87294, -2.78495], [-0.35572, 4.87254, 6.07427], [-3.62520, -2.70613, 5.95013], [3.29695, 2.74339, -0.70550], [-1.79008, -3.73415, 2.06842], [0.23471, 5.86081, -0.62827], [-3.86265, -1.31545, 5.43295], [-2.35622, -5.92812, -3.02043], [9.01115, 3.46809, 3.01589], [5.54157, -5.90788, -3.24508], [2.99812, 5.64317, 4.34498], [-1.74804, 4.15596, -5.87867], [5.36751, -4.52744, 4.38323], [-1.68677, -3.15084, 4.48278], [5.42500, -2.13528, 5.09962], [4.53764, -3.66085, 6.56117], [-0.83426, -4.96869, -5.29130], [0.38171, 6.51745, -2.92253], [2.06175, -4.77415, -0.65631], [-0.58545, 1.61506, -1.81089], [-6.97611, 1.62005, -7.05839], [-1.38909, -2.10172, 6.72178], [4.70433, -3.68511, -4.17454], [0.05007, -7.55986, 1.61270], [0.49238, 0.26989, -7.53654], [-3.98232, 0.91304, -7.24134], [2.05609, 1.96686, -8.13039], [2.61895, 4.47849, 6.39300], [-6.50919, -2.00172, -1.72557], [1.17590, -5.10317, -4.10482], [-1.50321, 0.62855, -2.58983], [2.25471, -0.45601, 3.06169], [2.38209, -3.94890, 0.63830], [0.72836, 10.23872, -0.71023], [0.95169, -7.93563, 3.56882], [-4.58316, 2.18439, -6.65150], [-7.36921, 4.84460, -7.03605], [1.55942, -4.80188, 7.25498], [3.78696, 6.94895, 2.34003], [-0.32243, 1.11070, -0.39898], [-3.13946, -0.23561, 6.32405], [-0.35827, 4.89759, -6.29354], [0.55562, -0.67275, 1.11024], [3.85879, -2.05062, 8.39907], [4.80313, -2.39892, -3.79268], [6.42765, -3.87922, -1.45018], [3.42189, 7.32727, 1.36937], [-1.94482, 4.18550, 0.08047], [9.92939, 4.39006, 0.10113], [-1.67549, -1.10783, -0.25367], [0.40085, 1.79628, 0.02063], [3.46744, 4.69045, 0.35983], [5.09534, -0.52731, -2.27406], [1.74376, -5.39130, -4.99746], [-5.16503, -0.85803, 2.84985], [2.36578, 0.53486, 1.12068], [5.03274, -2.14639, -0.04461], [-0.06357, -7.15697, 0.61061], [-1.46807, 0.89046, -3.64353], [11.30583, 4.71072, 3.63780], [0.44697, -0.72248, -7.12516], [2.80722, -0.41901, 7.50255], [-2.63061, -6.46103, -2.10369], [-2.68293, -6.51184, -3.90833], [2.42512, 2.95074, -4.57000], [-0.48919, -4.78355, -2.57332], [5.99199, -1.82564, 4.22727], [-1.97492, -8.05299, 2.30520], [-6.49184, -2.64786, -3.65960], [0.29637, 4.83103, -0.97333], [1.50605, 10.62298, -0.04885], [-0.90408, -7.56790, -4.91915], [4.65043, -1.51186, 8.91144], [6.68274, -1.48822, -0.00931], [0.42475, 2.02540, 4.26005], [-3.59463, 5.32526, -1.21949], [1.13575, 6.46424, 5.86907], [-3.63731, -4.46799, -3.62914], [3.22459, -4.42974, 1.12759], [5.24748, -0.38051, 0.03416], [7.27139, 3.40841, 0.26109], [2.05900, 1.46160, -9.11476], [1.05233, -3.81055, 7.35079], [-1.86064, -5.25628, -5.46442], [6.41147, -4.75241, 4.48922], [-0.69744, -3.91725, 2.16389], [6.53786, -6.19554, -3.50979], [-3.20104, -8.96783, 4.76698], [-1.12128, -0.11767, 7.17061], [-0.98623, 3.89118, 4.25773], [-0.33262, -2.17215, -0.86660], [5.49714, 2.41473, 4.66493], [-6.56280, -0.02582, -8.47636], [3.04526, 2.38764, -7.94479], [-9.22339, -1.81220, 0.25149], [5.04634, 3.78829, 0.14254], [2.21192, 5.42522, 2.32892], [11.45522, 5.43424, 1.96566], [-2.60373, -4.92699, 3.67459], [2.79770, -0.53823, -8.19932], [0.77160, 8.40758, 0.36398], [2.54971, 3.01959, 4.13247], [0.91481, -1.69911, 0.96830], [-1.50415, -2.19711, 7.77238], [4.08402, -4.59021, 6.86949], [0.97971, -4.04687, -3.95321], [1.80581, -1.84617, 7.57993], [-3.29006, 0.74606, 5.88944], [-2.49766, 0.80098, -2.19907], [1.77143, 6.93479, 3.09045], [3.39927, 1.45003, -2.99550], [-3.58929, -0.18242, 7.30830], [-0.85814, -3.98491, -4.90575], [-1.42529, 8.38832, -0.80874], [0.32606, 0.32845, -8.61104], [1.28033, 2.76704, -8.10246], [-8.03100, 4.93552, -5.00678], [-7.16060, 1.70052, -6.00648], [-5.67807, 2.01946, -9.22860], [-7.86195, 1.91069, -7.66799], [6.82370, 1.62256, 2.57834], [-8.95073, -3.20967, -3.85323], [-2.60412, -4.45288, 7.42404], [-1.99202, -1.47536, -2.58953], [-3.55219, -3.47883, 3.37584], [3.18611, 6.47283, 5.03600], [-0.73131, -3.67468, 4.48834], [-4.71260, 3.49712, -8.76402], [-3.10881, 0.72316, -6.57840], [2.07615, -0.90465, 9.06993], [-2.19152, 6.76513, -2.82898], [3.77900, 0.34309, -7.07792], [-0.16915, 4.60729, -7.34144], [2.50831, -7.19058, 0.79951], [-4.75240, -1.15390, -7.37215], [-7.17252, 5.46848, -7.91014], [-2.34400, -7.45482, 5.19832], [-2.41672, -5.21046, 5.87645], [-5.27819, 4.46953, -6.67277], [-0.78364, 6.85446, 0.96016], [-0.12891, 5.20399, 1.29694], [1.28252, 6.10643, -0.56214], [1.38850, -0.12726, -2.03710], [-1.07459, -0.39550, 5.49001], [-1.20618, 5.53623, 6.12830], [-0.27409, 0.88181, -7.03570], [-3.72083, 1.14178, -8.27379], [-2.15319, -4.45172, 1.33695], [-1.89278, -2.71928, 1.63284], [-4.71966, -1.81472, 0.75330], [0.85472, 10.64932, -1.70832], [0.95945, 2.20967, 5.94150], [2.67732, -2.97575, 0.24340], [1.74420, -1.53307, -0.99414], [2.72446, -1.40672, 2.79625], [-0.24593, -8.95651, 5.72910], [4.86866, -6.42623, -3.92195], [0.85169, 2.29929, -5.90189], [1.07541, 1.10062, 2.09253], [5.24413, -6.20308, -2.26912], [1.66754, -8.11900, 4.36635], [11.97372, 3.81970, 2.18034], [-7.02331, -3.95439, -2.65642], [-5.02844, -0.23524, -5.88685], [-3.94335, 3.08087, -6.71436], [3.57550, 3.97422, 6.27503], [6.85819, -0.83387, -2.19043], [1.46934, -0.75911, 3.73408], [-0.38104, -4.93443, -6.30060], [-1.20412, 1.14846, 0.26645], [-3.96337, -2.75664, 6.99107], [-8.72338, -1.54255, -3.36941], [6.44590, 3.89258, 4.71110], [-5.47142, -2.29218, -1.55287], [-0.25522, 10.50268, -0.33203], [1.39309, 6.80864, -2.72507], [3.93422, 5.07448, 4.22765], [2.75798, 5.42618, 6.93505], [-8.17860, 4.23562, -7.45667], [2.29050, 0.08834, -0.53409], [-0.31176, -1.26523, -2.95520], [-1.50369, -2.10104, 4.31016], [-0.27756, -6.49606, -2.40518], [-4.15530, -3.54340, 5.48851], [0.23811, 5.46943, -3.19180], [1.23592, 3.89542, 3.36897], [0.55156, -7.65252, -3.94763], [-7.24857, -0.03997, 0.07299], [-0.40351, -2.44808, 6.47460], [-1.11086, 2.58074, -1.66054], [-0.94877, -10.13053, 4.62955], [-0.46292, 5.97996, -6.35119], [-8.94404, 6.13876, -6.11289], [-8.79045, -0.68829, -1.09538], [0.41865, 5.87851, 4.35735], [-5.50682, 0.75941, 2.36415], [0.62018, -7.11157, -5.67839], [-3.87675, 0.02081, 2.09806], [2.44779, -4.67073, 7.83823], [-3.25190, 6.83970, -0.47306], [-6.22540, 3.67369, -5.53152], [9.23226, 3.24832, 4.03841], [-2.67258, 5.35339, 1.18879], [-0.36207, -0.60062, 1.67622], [2.69255, -0.86178, -6.47336], [0.35359, 1.72069, -2.35340], [2.01567, 3.85785, 7.02895], [5.05588, -0.44411, 6.51521], [-1.59108, 5.14893, -2.50468], [4.21652, -4.07183, -5.03439], [7.26536, 2.31333, 4.97521], [-7.43160, -3.30738, 1.18971], [-7.33159, 6.38116, -5.48452], [-4.94827, -1.20191, 5.38984], [-4.73186, -0.27916, -0.06909], [-6.50756, -0.91070, -1.96387], [-0.57518, 8.66148, -2.31194], [-0.07558, 7.09941, -3.71433], [-2.48056, -8.77026, 6.34927], [-1.48371, 3.04489, 5.66067], [4.74585, -5.38659, 4.61250], [-7.63047, -4.00352, -0.43310], [5.90239, 3.09585, 2.30816], [1.07159, 0.64775, -5.26510], [4.33475, -1.53160, -4.24498], [1.61830, 8.24573, -1.15566], [0.96667, -5.69683, 7.54723], [-10.43076, -2.46624, -1.77419], [5.26179, -4.12054, 3.40851], [-0.96810, -4.59655, 6.69036], [-0.09365, 4.66566, 7.11669], [-9.29826, -3.70988, -1.33802], [3.63616, -2.98619, 8.90883], [3.60392, 2.24497, -5.53008], [4.10550, 7.81276, 2.93489], [-5.98173, -3.60551, 0.18655], [4.63559, 6.25416, 2.08648], [-4.91087, 1.97243, -5.61568], [-7.29520, -1.14859, 1.39164], [3.88976, 3.27272, 1.31665], [-3.49197, -1.26378, 4.39702], [-6.41109, 3.56510, -9.17785], [3.20105, -7.88107, 2.32338], [-7.17092, -0.42922, -6.92479], [2.84040, -6.12628, 2.11792], [1.53651, -3.80422, 1.31460], [2.98793, 0.17504, 3.55460], [1.67329, -5.52637, -3.28268], [0.50422, 4.68182, -5.66923]]
}